124
Properties=species:S:1:pos:R:3:forces:R:3 method="wB97M-V/def2-TZVPD" e_lumo_ev=-0.659 homo_energy_ev=-7.14 relative_energy_kj_mol=43.4
Tl -0.70950 0.50696 -1.20091 0.7 0.2 -0.1
Se 0.96804 -1.65488 -0.95640 0.1 0.3 0.2
Cl -1.57088 2.70207 0.46053 0.0 0.2 0.4
Cl -0.75959 4.88502 -4.43965 0.1 0.1 -0.1
S -1.48116 2.37119 -2.81741 0.2 -0.9 0.3
P -4.30953 1.20183 -1.18211 -1.1 0.1 -0.1
O -4.74350 0.55953 -2.64397 0.4 -0.2 0.1
O -5.70014 2.05477 -0.95242 0.2 -0.2 -0.1
O -0.79127 0.03750 0.98665 -0.4 0.4 -0.5
O 1.31165 1.51967 -1.07372 -0.6 0.0 -0.1
O -4.61105 -0.13243 -0.31807 0.1 0.0 0.1
N -2.39831 -1.36818 -1.83519 0.1 0.3 -0.1
N 0.29781 -1.22446 -4.21157 0.1 0.0 0.2
C -0.04196 -5.49312 4.05251 0.1 0.1 0.0
C -1.89486 -2.39736 -4.06050 0.1 0.2 0.3
C 5.06528 3.70571 -0.64435 -0.1 -0.1 0.0
C 3.65771 3.11700 -0.77119 -0.1 0.0 0.0
C 1.90522 -5.63324 2.51880 -0.1 0.1 0.1
C -1.13764 4.01647 -0.56950 0.1 0.2 -0.3
C 0.48642 -1.97122 0.87459 -0.2 0.1 -0.1
C -5.01709 1.39186 -3.77650 0.0 0.0 -0.1
C -1.97194 -2.58774 -2.53159 0.3 0.1 -0.4
C -5.35984 3.44417 1.03610 0.0 -0.1 -0.2
C -0.69520 0.98636 3.80036 -0.1 -0.1 0.0
C -1.44439 -0.35771 3.76055 0.0 0.1 -0.1
C -2.84139 -0.17472 3.14193 0.1 0.0 0.0
C -0.13078 -2.51581 3.46991 0.0 0.0 0.0
C 4.88385 -0.51401 -0.33442 -0.1 -0.1 0.0
C 4.81842 0.87837 -0.42017 0.1 -0.1 0.0
C -0.63017 -1.35023 2.92101 0.0 0.2 -0.1
C 2.42281 0.88425 -0.83353 0.2 -0.4 0.1
C -0.32984 -1.04869 1.55459 0.1 -0.5 0.0
C 0.63869 -3.45049 2.76844 0.1 -0.1 -0.1
C 1.14237 -4.70824 3.47065 0.1 0.0 0.0
C 2.50390 -0.52198 -0.73028 0.0 -0.1 0.0
C -1.10296 3.85069 -1.95934 0.1 0.0 0.0
C -0.43448 6.29960 -0.73986 0.0 0.0 0.0
C 0.93862 -3.15220 1.45545 0.0 0.0 0.0
C 7.39139 -0.38428 0.04425 -0.2 -0.1 0.0
C 3.69389 -1.19821 -0.49564 -0.1 0.1 0.0
C -0.79967 5.21609 0.03570 0.0 -0.1 0.1
C 6.17490 -1.29782 -0.11623 0.0 -0.1 0.0
C 3.65459 1.58683 -0.66830 -0.2 0.2 -0.1
C 3.09494 3.56000 -2.13429 0.0 0.0 0.1
C -5.86093 -0.83653 -0.35684 -0.2 -0.2 0.1
C 2.09891 -4.29669 4.60053 -0.1 -0.1 -0.1
C -0.76119 4.98635 -2.71422 0.0 -0.2 0.3
C -5.73434 -2.07885 0.50245 0.1 0.2 -0.1
C -1.10452 -1.20128 -4.60407 -0.1 -0.1 0.2
C -0.42872 6.18947 -2.11974 0.0 0.0 -0.1
C 6.04702 -2.15644 1.15171 0.1 0.1 -0.1
C -1.63035 -0.83257 5.20364 0.0 0.0 -0.1
C 2.79065 3.69834 0.35832 0.0 0.0 -0.1
C 6.41509 -2.21439 -1.32711 0.1 0.1 0.1
C -5.68982 3.38721 -0.44541 0.1 0.2 0.2
C -4.12939 1.01966 -4.95130 -0.2 0.0 0.2
H -0.15856 7.02672 -2.74745 0.0 0.0 0.0
H 0.75865 -2.03923 -4.60136 0.1 0.0 0.0
H 2.78237 -5.13403 2.10439 0.0 0.0 0.0
H 7.27284 0.27404 0.90631 0.0 0.1 0.0
H 6.96759 -2.72130 1.31686 0.0 0.0 0.0
H -3.36925 -1.13131 3.12024 0.0 0.0 0.0
H -4.88415 2.44537 -3.51401 0.0 0.0 0.0
H 1.54005 -3.81502 0.84785 0.0 0.0 0.0
H -0.34485 -2.71732 4.51088 0.0 0.0 0.0
H 7.38032 -2.71745 -1.23316 0.0 0.0 0.0
H 3.19275 4.64320 -2.24162 0.0 0.0 0.0
H 5.50910 3.48116 0.32714 0.1 0.0 0.0
H 3.66208 -2.28039 -0.44687 0.1 0.0 0.0
H -6.69304 3.77331 -0.63119 0.1 0.0 0.0
H -2.91480 -2.29608 -4.44178 0.0 -0.1 -0.1
H 0.28669 0.85341 4.25899 0.0 0.0 0.0
H -2.68140 -1.56069 -0.87951 -0.1 0.0 0.0
H -4.97811 4.00399 -1.00586 0.0 -0.1 -0.1
H -1.22733 -1.19822 -5.69489 -0.2 0.1 0.0
H 8.28234 -0.99359 0.20291 0.0 0.0 0.0
H -5.47735 4.46356 1.40417 0.0 0.0 0.0
H -2.16909 -1.78141 5.24458 0.0 0.0 0.1
H 3.19370 3.41135 1.33176 0.0 0.0 0.0
H -3.11147 1.35653 -4.78064 0.1 0.0 0.0
H 5.22293 -2.86571 1.07136 0.0 0.0 0.0
H -1.25805 1.72210 4.38009 0.0 0.0 0.0
H -0.74226 -5.76463 3.26084 0.0 0.0 0.0
H 5.73228 1.43790 -0.28612 0.0 0.0 0.0
H -0.82707 5.28428 1.11432 0.0 0.0 0.0
H 1.77025 3.32781 0.28276 0.0 0.0 0.0
H 7.54703 0.22103 -0.85008 0.0 0.1 0.0
H 5.64169 -2.97891 -1.40696 0.0 0.0 0.0
H -5.46289 -1.79867 1.51994 0.0 0.0 0.0
H 5.00366 4.79085 -0.73839 0.0 0.0 0.0
H -4.33081 3.12464 1.20038 0.0 0.0 0.1
H -1.54219 -0.27439 -4.22577 0.0 0.0 -0.1
H -1.47157 -3.31486 -4.47695 -0.1 -0.1 -0.1
H 2.24876 -6.51316 3.06459 0.0 0.0 0.0
H -6.68516 -2.61131 0.51863 0.0 0.0 0.0
H 1.26732 -5.96707 1.69854 0.0 0.0 0.0
H 1.60205 -3.64865 5.32279 0.0 0.0 0.0
H -6.64809 -0.18478 0.02582 0.0 0.0 0.0
H -2.77283 0.20229 2.12530 0.0 0.0 -0.1
H -0.15255 7.23029 -0.26795 0.0 0.0 0.0
H -6.01987 2.78414 1.59920 0.0 0.0 0.0
H -0.67144 -0.94515 5.71249 0.0 0.0 0.0
H 6.41483 -1.63307 -2.25043 0.0 0.0 0.0
H 2.04436 3.29843 -2.22338 0.0 0.0 0.0
H 0.31356 -6.40889 4.52957 0.0 0.0 0.0
H 2.46775 -5.18097 5.12522 0.0 0.0 0.0
H -6.06650 1.23721 -4.03785 0.0 0.1 0.1
H -3.19202 -0.94651 -2.31266 -0.1 0.0 0.1
H -0.58091 -4.90911 4.79865 0.0 0.0 0.0
H -4.50773 1.49450 -5.85660 0.0 0.0 0.0
H 0.77913 -0.40413 -4.56550 0.0 -0.1 0.0
H 2.76986 4.78953 0.29461 0.0 0.0 0.0
H -6.10427 -1.09452 -1.38944 0.0 0.0 0.0
H -4.96315 -2.74532 0.11375 0.0 0.0 0.0
H -0.55166 1.37147 2.79601 0.0 0.1 0.0
H 3.64263 3.07758 -2.94681 0.0 0.0 0.0
H -2.21463 -0.08971 5.74869 0.0 0.0 0.0
H -1.00026 -2.87518 -2.12969 0.0 -0.1 -0.1
H 2.95234 -3.75570 4.18863 0.0 0.0 0.0
H -2.66225 -3.41769 -2.34519 0.0 0.1 0.1
H -3.42653 0.53268 3.73510 0.0 0.0 0.0
H 5.72083 3.33574 -1.43492 0.1 0.0 0.0
H 5.86654 -1.52225 2.02099 0.0 0.0 0.0
H -4.12794 -0.06186 -5.09418 -0.1 0.0 -0.1